Formula: C25H46BeN3OP2Se
Source: the Open Molecules 2025 dataset
Level of theory: the ωB97M-V functional and the def2-TZVPD basis

Each line ends with the Löwdin charge.
Positions of all 79 atoms, in Å:
Be: 0.2776 0.0730 -1.8383  -0.2861
P: -0.0322 -2.1237 -1.7503  1.0223
P: -0.0260 2.3815 -1.4630  1.0320
N: 0.3165 0.1996 -3.4356  -0.2559
C: 0.0774 -2.2230 -3.5816  -0.2892
H: 0.5547 -3.1583 -3.9074  0.0860
H: -0.9714 -2.2157 -3.9138  0.0881
C: 0.7598 -0.9662 -4.1710  -0.2960
H: 1.8680 -1.0929 -4.1621  0.1146
H: 0.5152 -0.8652 -5.2513  0.1215
C: 0.7464 1.4541 -4.0044  -0.3033
H: 0.5027 1.4848 -5.0883  0.1211
H: 1.8526 1.5858 -3.9662  0.1137
C: 0.0630 2.6378 -3.2816  -0.3030
H: -0.9823 2.6784 -3.6222  0.0881
H: 0.5471 3.5950 -3.5244  0.0846
C: 1.4718 3.3251 -0.8608  -0.5228
C: 1.8157 3.0344 0.6033  -0.1288
H: 2.7916 3.5010 0.8084  0.0909
H: 1.8943 1.9620 0.8203  0.0163
H: 1.0857 3.4818 1.2922  0.0749
C: -1.5903 3.2580 -0.9235  -0.5212
C: -1.7275 3.3934 0.5977  -0.1276
H: -2.7521 3.7312 0.8184  0.0871
H: -1.0443 4.1476 1.0156  0.0729
H: -1.5721 2.4324 1.1080  0.0090
C: -1.5832 -2.9998 -1.2516  -0.5220
C: -1.6819 -3.2439 0.2588  -0.1288
H: -2.7103 -3.5558 0.4942  0.0888
H: -1.4812 -2.3222 0.8235  -0.0110
H: -1.0058 -4.0378 0.6052  0.0729
C: 1.4478 -3.0824 -1.1896  -0.5219
C: 1.7384 -2.9002 0.3037  -0.1269
H: 2.7351 -3.3222 0.5017  0.0927
H: 1.0124 -3.4340 0.9314  0.0730
H: 1.7487 -1.8451 0.6056  0.0036
C: 1.9855 0.0573 -1.3212  -0.0401
O: 3.0948 0.1322 -0.9953  0.1814
C: -1.8588 4.6050 -1.6102  -0.1021
H: -1.1866 5.3933 -1.2490  0.0655
H: -1.7895 4.5436 -2.7015  0.0695
H: -2.8834 4.9133 -1.3611  0.0885
C: -1.8481 -4.2881 -2.0421  -0.0986
H: -2.8701 -4.6201 -1.8183  0.0892
H: -1.7762 -4.1326 -3.1237  0.0700
H: -1.1665 -5.0956 -1.7494  0.0647
C: 1.4185 -4.5664 -1.5596  -0.0999
H: 2.4298 -4.9592 -1.3887  0.0902
H: 0.7352 -5.1383 -0.9178  0.0747
H: 1.1711 -4.7411 -2.6127  0.0721
C: 1.4299 4.8362 -1.0970  -0.1039
H: 0.7452 5.3435 -0.4041  0.0742
H: 2.4372 5.2258 -0.8925  0.0894
H: 1.1805 5.1077 -2.1287  0.0719
H: 2.2754 2.9016 -1.4887  0.1054
H: 2.2635 -2.6010 -1.7553  0.1062
H: -2.3595 2.5395 -1.2630  0.0936
H: -2.3575 -2.2594 -1.5193  0.0817
H: -2.5137 -0.0355 -2.5293  0.0663
H: -2.6188 0.0642 -1.7879  0.0434
C: 2.0682 -0.0130 3.2901  0.0128
N: 0.6451 -0.2418 3.5268  -0.0523
C: -0.3512 -0.2044 2.5856  -0.6053
Se: -0.3599 -0.0018 0.7294  0.7559
N: -1.5160 -0.3901 3.2692  0.1066
C: -1.2784 -0.5914 4.6214  -0.1943
C: -2.1543 -0.7478 5.6813  -0.0026
C: -1.5897 -0.8409 6.9598  -0.0656
C: -0.1911 -0.7507 7.1469  -0.0653
C: 0.6827 -0.5623 6.0643  0.0037
C: 0.0944 -0.4971 4.7989  -0.1494
H: 2.4748 -0.7513 2.5817  0.0932
H: 2.5488 -0.1367 4.2630  0.0837
H: 2.2435 1.0084 2.9169  0.0941
H: -2.4315 -0.4051 2.8059  0.1676
H: -3.2245 -0.7867 5.4822  0.1196
H: -2.2254 -0.9839 7.8401  0.1131
H: 0.2047 -0.8279 8.1647  0.1126
H: 1.7601 -0.4699 6.1870  0.1087

As for the energy above the lowest of the compared OMol25 structures with the same formula, charge and spin: 0.0 kcal per mole. The LUMO energy is -2.49 eV. For the HOMO energy, the calculation gives -0.3762 hartree. As for the net charge: +1.